Record 1
The following is a DFT calculation (ωB97M-V with the def2-TZVPD basis set) of a molecular structure, C18H18MnN6O2.

spin multiplicity	6
net charge	+2
electronic energy	-2326.346647	a.u.
HOMO-LUMO gap (alpha / beta)	8.79 / 8.56	eV
largest force on an atom	0.6	eV/Å
molecular weight	405.32	Da

The geometry in XYZ format:
```
45
Properties=species:S:1:pos:R:3:forces:R:3
Mn 0.011 1.501 -0.352 -0.0438 0.1950 -0.1540
O 2.833 -4.718 -0.891 -0.0851 0.0260 -0.0154
C 3.696 -3.613 -0.838 0.1786 -0.0463 0.0496
C 2.883 -2.357 -0.851 -0.1445 0.1480 -0.0257
C 3.493 -1.106 -0.818 -0.0258 -0.0795 -0.0496
C 2.699 0.018 -0.807 0.0894 0.0570 -0.0596
N 1.360 -0.031 -0.823 0.0138 -0.3035 0.0613
C 0.755 -1.240 -0.874 0.2864 0.0614 -0.0127
C 1.494 -2.408 -0.894 -0.0234 -0.0648 -0.0421
C -0.732 -1.237 -0.909 -0.2699 -0.0341 -0.0266
C -1.478 -2.400 -0.924 0.0762 0.0154 0.0030
C -2.869 -2.339 -0.959 -0.0572 0.0852 0.0322
C -3.665 -3.623 -0.953 0.0189 -0.0377 0.0027
O -3.163 -4.496 0.039 0.1010 -0.0208 -0.0357
C -3.470 -1.089 -0.991 0.0616 -0.0758 -0.1098
C -2.669 0.035 -0.974 -0.0428 0.0606 -0.0688
N -1.335 -0.024 -0.922 0.0184 -0.1729 0.1203
H 3.344 -5.531 -0.915 0.0326 -0.0516 -0.0021
H 4.393 -3.591 -1.685 -0.0309 0.0131 -0.0040
H 4.299 -3.610 0.079 0.0055 -0.0135 -0.0257
H 4.570 -1.009 -0.812 -0.0080 0.0351 0.0236
H 3.146 1.004 -0.800 -0.0106 0.0081 0.0571
H 1.025 -3.378 -0.951 -0.0134 0.0310 0.0353
H -1.005 -3.371 -0.898 0.0063 0.0158 0.0303
H -3.536 -4.116 -1.921 -0.0591 0.0539 -0.0244
H -4.726 -3.405 -0.828 -0.0042 -0.0255 0.0107
H -3.779 -4.565 0.772 -0.0471 0.0205 0.0094
H -4.546 -0.985 -1.034 0.0043 0.0233 0.0155
H -3.107 1.025 -1.013 -0.0010 0.0017 0.0667
N -0.005 3.492 3.272 -0.0091 0.1718 -0.1138
C -0.010 2.304 3.953 -0.0210 -0.2668 0.0305
C -0.008 1.326 3.006 0.0313 -0.0570 0.0553
N 0.002 1.904 1.763 -0.0422 0.5000 -0.1459
C 0.001 3.222 1.954 0.0252 -0.4286 0.3421
C 0.012 4.122 0.822 -0.0090 0.3672 -0.4125
N 0.027 3.651 -0.426 -0.0252 -0.2578 0.5114
C 0.028 4.742 -1.256 0.0160 0.1282 -0.1206
C 0.015 5.878 -0.504 -0.0050 -0.0548 -0.2694
N 0.003 5.467 0.802 0.0138 -0.1530 0.1993
H -0.008 4.399 3.711 0.0053 0.0310 -0.0036
H -0.018 2.249 5.028 0.0049 0.0541 -0.0174
H -0.008 0.258 3.138 -0.0049 0.0204 0.0203
H 0.041 4.648 -2.328 -0.0034 0.0015 0.0167
H 0.012 6.916 -0.788 0.0006 -0.0070 0.0396
H -0.006 6.084 1.598 -0.0036 0.0256 0.0064
```
Positions in Å, forces in eV/Å.

Record 2
The following is a DFT calculation (ωB97M-V with the def2-TZVPD basis set) of a molecular structure, C18H18MnN8O4S at a distorted geometry.

spin multiplicity	2
electronic energy	-2984.884814	a.u.
HOMO-LUMO gap (alpha / beta)	6.41 / 6.48	eV
largest force on an atom	1.6	eV/Å
molecular weight	497.40	Da

The geometry in XYZ format:
```
50
Properties=species:S:1:pos:R:3:forces:R:3
Mn -0.431 -1.750 -0.721 0.4072 -0.4299 -0.0967
N 0.892 5.169 2.251 -0.0807 0.0644 0.0777
C 0.279 4.265 1.399 -0.0518 -0.1001 -0.0774
C 0.197 2.911 1.739 0.0586 0.0573 -0.0389
C -0.484 2.027 0.922 -0.0404 0.1254 0.0133
C -1.063 2.483 -0.250 -0.1538 -0.0986 -0.2486
C -0.973 3.815 -0.614 0.0643 -0.0394 -0.0314
C -0.311 4.705 0.210 0.0535 0.0076 0.0687
S -1.996 1.359 -1.255 -0.1690 -0.8043 0.2962
O -3.099 0.914 -0.440 0.2172 -0.1355 0.1141
O -2.313 1.991 -2.500 0.1458 0.1575 -0.0696
N -1.023 0.044 -1.476 0.0608 0.9763 0.0388
C 0.073 0.216 -2.247 -0.1245 0.4729 -0.2889
N 0.706 -0.954 -2.526 -0.4896 0.3893 0.8812
C 1.804 -0.875 -3.258 0.0614 -0.1511 -0.1124
C 2.288 0.330 -3.743 0.0828 -0.1078 -0.0878
C 1.589 1.470 -3.374 -0.1783 -0.0492 0.1567
N 0.502 1.433 -2.620 0.2952 0.0088 -0.1891
H 1.521 4.801 2.941 0.0649 0.0151 -0.0200
H 1.157 6.056 1.862 0.0717 -0.0106 0.0075
H 0.677 2.560 2.646 -0.0635 0.0030 0.0390
H -0.583 0.982 1.184 0.0430 -0.0437 0.0597
H -1.414 4.128 -1.551 0.0069 0.0324 0.0358
H -0.242 5.753 -0.059 -0.0153 -0.0051 -0.0142
H 2.303 -1.811 -3.482 0.0241 -0.0135 0.0593
H 3.167 0.375 -4.368 -0.0088 -0.0126 0.0086
H 1.918 2.460 -3.676 0.0462 -0.0275 -0.0488
N 2.460 -1.184 2.239 -0.2011 -0.3485 -0.0213
C 2.935 -0.101 1.536 0.0971 0.0099 0.1330
C 2.173 -0.019 0.415 0.0143 0.2851 -0.2167
N 1.252 -1.024 0.402 -0.0813 -0.4890 0.3577
C 1.445 -1.726 1.517 0.6332 1.2868 -0.5243
C 0.620 -2.859 1.749 -0.9364 -1.2256 -0.1645
N -0.290 -3.177 0.826 0.7154 0.5485 0.4949
C -0.900 -4.316 1.265 -0.3302 -0.1718 -0.2754
C -0.370 -4.698 2.453 0.0792 -0.1448 0.1577
N 0.614 -3.780 2.747 -0.0012 0.5274 -0.0432
H 2.849 -1.553 3.088 0.0143 0.0622 0.0191
H 3.752 0.499 1.893 -0.0186 -0.0168 0.0011
H 2.221 0.713 -0.375 -0.0201 -0.0202 -0.0055
H -1.676 -4.795 0.691 0.0062 0.0469 -0.0249
H -0.581 -5.535 3.094 -0.0040 0.0401 0.0070
H 1.070 -3.683 3.637 0.1086 -0.1325 -0.0270
C -3.910 -2.283 -0.073 0.1937 0.0207 -0.0296
O -3.261 -2.922 -1.173 -0.5489 -0.6186 -0.3553
C -1.970 -2.679 -1.352 0.1836 0.6081 0.0311
O -1.321 -3.318 -2.170 -0.2038 -0.7401 -0.0796
H -4.961 -2.546 -0.159 -0.0136 0.0112 0.0289
H -3.781 -1.209 -0.115 0.0226 0.1861 -0.0150
H -3.513 -2.665 0.871 -0.0371 -0.0059 0.0186
```
Positions in Å, forces in eV/Å.

Record 3
The following is a DFT calculation (ωB97M-V with the def2-TZVPD basis set) of 2 unconnected molecules or ions with the total composition C18H18N2 at a distorted geometry.

spin multiplicity	2
net charge	-1
electronic energy	-806.134633	a.u.
HOMO-LUMO gap (alpha / beta)	2.60 / 7.26	eV
largest force on an atom	4.7	eV/Å
molecular weight	262.36	Da

The geometry in XYZ format:
```
38
Properties=species:S:1:pos:R:3:forces:R:3
C -0.297 -3.652 1.376 0.7150 -0.8396 0.8583
C 0.962 -1.233 -1.100 0.8057 1.6964 -1.4395
C -0.064 -1.974 -0.557 -0.5627 -1.1575 -0.6910
C 0.379 -2.509 0.691 -0.9568 -0.0610 -0.2105
C 1.567 -1.914 0.986 -0.7538 0.9614 -4.5529
C 0.958 -0.634 -2.408 -0.9126 -1.4734 1.7204
C -0.114 -0.958 -3.231 -0.2431 -0.0983 0.7021
C -1.155 -2.241 -1.421 -1.6683 -1.7664 1.0495
C -1.161 -1.760 -2.714 -0.8278 -0.5262 -1.3986
N 1.971 -1.190 -0.198 -1.5036 -1.0864 1.2761
H 2.714 -0.580 -0.369 1.2215 0.8077 0.5005
H 1.755 -0.030 -2.745 0.8393 0.5407 -0.2644
H 2.178 -1.811 1.760 2.2634 -0.2156 3.4021
H -0.057 -0.558 -4.227 -0.5458 -0.1308 -0.3891
H -1.991 -2.975 -1.064 1.5065 1.5000 -0.7734
H -0.499 -3.453 2.427 -0.0837 0.2302 0.2856
H 0.393 -4.556 1.423 -0.8833 0.8439 -0.3670
H -1.996 -2.156 -3.371 1.0627 0.8860 0.6330
H -1.265 -3.939 0.950 0.3827 0.0955 -0.2229
C 2.225 1.980 1.852 1.7781 0.9819 1.8811
C -1.274 1.660 0.860 -0.4625 -1.7606 2.2021
C 0.007 2.178 0.661 -0.5934 -1.1933 0.7313
C 0.809 1.609 1.697 0.7152 0.6197 -0.6219
C 0.076 0.782 2.521 -1.6589 1.0029 -1.5626
C -2.324 1.882 0.011 -2.4538 -1.2076 0.2534
C -2.112 2.557 -1.143 2.2624 1.6678 -0.3582
C 0.187 2.967 -0.483 -1.2715 -0.7577 -0.1254
C -0.862 3.131 -1.375 0.0192 0.0384 0.1985
N -1.247 0.812 2.005 2.5419 1.6951 -1.8495
H -2.031 0.453 2.435 -1.6204 -0.8587 0.8338
H -3.371 1.517 0.068 0.9164 -0.2185 0.8395
H 0.253 0.310 3.455 0.4335 -0.2682 0.4552
H -2.907 2.797 -1.758 -1.4971 0.2422 -1.3654
H 1.110 3.295 -0.790 2.2540 0.9327 -0.3564
H 2.400 3.100 1.852 -0.3557 -0.9713 -0.8499
H 3.036 1.484 1.202 -1.2727 0.5367 0.9612
H -0.663 3.745 -2.238 -0.1665 -0.0070 -0.3556
H 2.413 1.865 2.961 0.5765 -0.6809 -1.0293
```
Positions in Å, forces in eV/Å.

Record 4
The following is a DFT calculation (ωB97M-V with the def2-TZVPD basis set) of 2 unconnected molecules or ions with the total composition C18H18N2.

SMILES string	Cc1c[nH]c2ccccc12.Cc1c[nH]c2ccccc12
electronic energy	-806.236717	a.u.
HOMO-LUMO gap	8.42	eV
largest force on an atom	0.9	eV/Å
molecular weight	262.36	Da

The geometry in XYZ format:
```
38
Properties=species:S:1:pos:R:3:forces:R:3
C 0.314 3.965 0.038 -0.0505 0.6482 0.4821
C -0.236 1.484 -0.047 -0.2953 -0.8380 0.3358
C 0.453 2.539 0.443 -0.2302 0.4820 -0.0840
C 1.180 0.628 1.446 -0.2349 -0.6591 0.0024
C 1.352 2.014 1.436 0.3881 0.0520 -0.0367
C 1.979 -0.236 2.191 -0.3154 0.2604 0.1670
C 2.299 2.566 2.307 -0.5624 0.0250 0.3584
C 2.866 0.337 3.086 -0.0158 -0.4580 -0.4583
C 2.980 1.729 3.168 0.3138 0.3730 -0.0863
N 0.122 0.311 0.615 0.5252 0.3635 -0.5253
H -1.027 1.391 -0.772 0.0412 0.4121 -0.0716
H 0.041 -0.582 0.147 -0.0518 0.0132 0.2219
H -0.476 4.114 -0.703 0.3598 -0.1232 -0.2130
H 1.279 4.372 -0.283 -0.2195 -0.0895 -0.3734
H 1.833 -1.303 2.072 0.1915 -0.0159 0.2052
H 2.411 3.639 2.408 0.0774 0.0241 -0.1468
H 3.506 -0.322 3.658 -0.0282 0.1666 0.2234
H 3.636 2.198 3.891 0.1476 -0.2163 0.0283
H 0.025 4.629 0.867 0.0126 -0.3474 0.1096
C -3.354 -2.807 0.092 -0.1321 -0.1807 0.3075
C -1.051 -0.929 -2.153 0.0254 -0.5556 -0.7558
C -1.303 -2.037 -1.324 0.0088 0.4593 0.4358
C -2.666 -1.908 -0.871 -0.0523 -0.6187 0.0773
C -3.186 -0.824 -1.486 0.1132 0.4547 -0.5817
C 0.201 -0.732 -2.729 0.4580 0.0042 0.1885
C 1.254 -1.516 -2.281 -0.2357 0.4701 -0.3407
C -0.246 -2.879 -0.964 -0.0283 0.3539 0.0639
C 1.037 -2.543 -1.359 -0.1596 -0.6178 0.1728
N -2.234 -0.256 -2.321 0.1878 0.2515 0.0963
H -2.279 0.668 -2.713 -0.1962 -0.0772 -0.0451
H 0.412 0.022 -3.474 -0.2182 0.1811 0.0342
H -4.174 -0.393 -1.479 -0.0611 -0.0937 0.2689
H 2.226 -1.295 -2.709 0.0408 -0.2343 0.3171
H -0.433 -3.759 -0.365 0.0721 0.0343 0.2455
H -3.558 -3.795 -0.323 -0.2696 0.0611 -0.2230
H -4.277 -2.339 0.446 0.0078 -0.2600 -0.0960
H 1.842 -3.123 -0.926 0.2128 -0.0002 -0.3741
H -2.749 -3.028 0.972 0.1735 0.2953 0.0698
```
Positions in Å, forces in eV/Å.

Record 5
The following is a DFT calculation (ωB97M-V with the def2-TZVPD basis set) of C18H18N4O2 in the gas phase at a distorted geometry.

electronic energy	-1066.159007	a.u.
HOMO-LUMO gap	7.49	eV
largest force on an atom	3.5	eV/Å
molecular weight	322.37	Da

The geometry in XYZ format:
```
42
Properties=species:S:1:pos:R:3:forces:R:3
N 1.966 -0.399 0.535 0.7955 -0.1375 0.2685
C 2.374 0.912 0.521 1.6187 -0.7669 -0.1159
N 3.703 0.993 0.528 -1.3145 0.3847 0.1305
C 4.181 -0.297 0.584 -0.9134 0.8931 -0.1932
C 5.637 -0.529 0.520 0.0012 -0.3661 0.0066
O 6.504 0.317 0.416 -0.8227 -0.7423 0.1257
C 3.094 -1.173 0.601 0.7299 0.6240 -0.0138
H 1.671 1.736 0.488 0.3023 -0.1881 -0.0582
H 5.872 -1.623 0.559 0.2667 0.3022 -0.0066
H 3.086 -2.246 0.672 -0.2509 -0.0690 -0.1022
C -3.285 1.089 -0.401 -0.5134 0.0038 0.6133
N -2.688 1.364 -1.695 0.5090 0.2580 -0.4656
C -3.314 2.129 -2.670 0.3783 -0.3743 -0.0069
C -2.535 2.078 -3.774 0.0752 -0.3567 0.3501
N -1.437 1.284 -3.472 -0.5805 0.2965 0.6415
C -0.442 0.920 -4.466 0.4996 -0.1005 -0.4765
C -1.519 0.883 -2.179 -1.0559 0.2304 -0.8788
C -0.630 -0.091 -1.522 2.0855 -0.9321 2.6178
C -0.276 0.104 -0.161 -1.5779 1.1795 -2.3448
C 0.565 -0.878 0.526 0.4322 -0.2556 0.5244
C 0.084 -1.115 1.956 0.2313 -0.1101 -0.5107
C -0.170 -2.426 2.356 -0.0065 0.2951 0.2453
C -0.601 -2.679 3.658 0.0246 0.0534 -0.2483
C -0.775 -1.618 4.547 0.0973 -0.0454 0.0851
C -0.533 -0.304 4.140 0.1915 0.0807 -0.6037
C -0.101 -0.043 2.827 -0.2663 -0.3018 0.7181
O -0.206 -1.070 -2.197 -0.6653 0.2962 -0.7865
H -2.635 0.452 0.208 -0.0803 0.2030 -0.3799
H -3.464 2.036 0.124 0.1209 -0.2336 -0.0936
H -4.253 0.590 -0.547 0.2767 0.1302 -0.0412
H -4.264 2.602 -2.502 0.0254 0.0347 0.0499
H -2.683 2.507 -4.749 0.0989 0.0047 0.0237
H 0.415 0.439 -3.994 -0.2746 0.0680 0.0157
H -0.881 0.229 -5.199 0.0866 0.0981 0.3560
H -0.127 1.823 -5.004 -0.0516 -0.1575 0.2503
H -0.458 1.083 0.301 -0.1778 -0.5426 -0.0429
H 0.587 -1.836 -0.019 -0.1884 0.4638 0.0707
H -0.012 -3.226 1.629 -0.1131 0.1523 0.3403
H -0.797 -3.710 3.952 0.0321 0.2721 0.1101
H -1.069 -1.821 5.577 -0.0238 0.0763 -0.2747
H -0.671 0.528 4.829 0.0272 -0.2613 -0.0942
H 0.086 0.986 2.497 -0.0299 -0.4596 0.1946
```
Positions in Å, forces in eV/Å.